DFT (ωB97M-V/def2-TZVPD) results for a 3-piece molecular cluster, C3H10O3 overall.

```
16
Properties=species:S:1:pos:R:3:lowdin_charge:R:1
C -0.730 0.360 -1.807 -0.302
O -0.175 1.593 -1.452 -0.068
C 0.225 -0.775 -1.576 -0.168
C 0.008 -1.838 -0.806 -0.006
H -1.684 0.164 -1.304 0.114
H -0.960 0.371 -2.875 0.115
H 0.043 1.575 -0.509 0.036
H 1.155 -0.687 -2.129 0.102
H 0.806 -2.565 -0.728 0.047
H -0.944 -2.005 -0.319 0.054
H -0.119 -1.873 2.853 0.067
H -0.182 -0.712 3.854 0.026
O -0.037 -0.907 2.949 -0.037
H 1.413 1.835 1.504 0.047
H 0.376 0.830 2.068 0.014
O 0.597 1.386 1.305 -0.041
```

frontier orbital gap	0.3599	hartree
relative energy (zero: lowest compared OMol25 entry of this formula, charge and spin)	17.7	kcal/mol
LUMO energy	0.36	eV
highest occupied orbital energy	-0.347	Ha
strongest force on any atom	1.48	eV/A
2S+1	1

---

DFT (ωB97M-V/def2-TZVPD) results for a 2-piece molecular cluster, C4H12 overall.

```
16
Properties=species:S:1:pos:R:3:lowdin_charge:R:1
C 0.061 -2.672 1.187 -0.183
C -0.228 -1.567 0.180 -0.167
H 0.747 -3.386 0.727 0.056
H 0.512 -2.393 2.125 0.058
H -0.703 -3.449 1.318 0.063
H -0.865 -0.822 0.658 0.056
H -0.653 -1.973 -0.733 0.066
H 0.719 -1.080 -0.046 0.055
C -0.368 2.268 -1.304 -0.169
C 0.465 2.047 -0.068 -0.185
H -1.297 2.764 -1.024 0.062
H 0.086 2.937 -2.034 0.061
H -0.652 1.372 -1.850 0.058
H 0.923 2.957 0.315 0.062
H -0.073 1.595 0.761 0.053
H 1.327 1.401 -0.212 0.053
```

frontier orbital gap	0.4599	hartree
relative energy (zero: lowest compared OMol25 entry of this formula, charge and spin)	7.6	kcal/mol
LUMO energy	1.17	eV
highest occupied orbital energy	-0.417	Ha
strongest force on any atom	2.26	eV/A
2S+1	1

---

DFT (ωB97M-V/def2-TZVPD) results for a 9-piece molecular cluster, C35H70O17S3 overall.

```
125
Properties=species:S:1:pos:R:3:lowdin_charge:R:1
C 0.511 1.318 1.253 0.004
C 0.174 0.637 -0.066 -0.461
O -0.793 -0.024 -0.311 0.060
C 1.264 0.718 -1.107 0.002
H -0.207 1.030 2.045 0.087
H 0.399 2.377 1.191 0.058
H 1.488 0.951 1.553 0.048
H 1.450 -0.298 -1.506 0.073
H 2.150 1.175 -0.695 0.075
H 0.886 1.298 -1.955 0.087
C 2.081 -2.592 1.533 -0.183
C 2.942 -1.333 1.703 -0.224
C 4.368 -1.739 1.388 -0.209
S 4.177 -2.748 -0.089 0.681
O 5.215 -3.744 -0.183 -0.333
O 4.086 -1.864 -1.285 -0.350
C 2.530 -3.319 0.226 -0.232
H 0.995 -2.424 1.509 0.089
H 2.322 -3.276 2.371 0.123
H 2.775 -0.845 2.629 0.082
H 2.603 -0.543 1.007 0.092
H 4.836 -2.345 2.211 0.131
H 5.000 -0.970 1.023 0.087
H 2.460 -4.429 0.254 0.129
H 2.091 -2.853 -0.674 0.057
C -3.569 0.602 1.905 -0.221
C -4.480 0.167 0.773 -0.221
C -4.360 1.168 -0.376 -0.204
S -3.928 2.729 0.394 0.693
O -5.073 3.588 0.283 -0.317
O -2.648 3.200 -0.187 -0.349
C -3.727 2.124 2.056 -0.215
H -2.545 0.291 1.559 0.105
H -3.713 0.001 2.857 0.125
H -5.507 0.043 1.092 0.114
H -4.164 -0.847 0.468 0.106
H -5.312 1.272 -0.921 0.118
H -3.622 0.825 -1.087 0.081
H -4.701 2.349 2.434 0.090
H -2.986 2.694 2.670 0.125
C -3.019 -3.061 -2.676 -0.187
C -2.056 -4.080 -3.354 -0.172
C -1.021 -4.551 -2.280 -0.230
S -0.604 -3.119 -1.419 0.680
O 0.465 -2.391 -2.086 -0.334
O -0.415 -3.434 -0.010 -0.329
C -2.154 -2.254 -1.724 -0.226
H -3.825 -3.624 -2.213 0.114
H -3.382 -2.388 -3.421 0.085
H -1.497 -3.534 -4.145 0.117
H -2.522 -4.943 -3.824 0.109
H -0.067 -5.036 -2.608 0.093
H -1.477 -5.166 -1.514 0.106
H -1.929 -1.224 -2.029 0.072
H -2.586 -2.245 -0.686 0.096
O 1.343 4.320 -0.001 0.051
C 1.124 5.244 -0.775 -0.552
O 0.158 6.148 -0.636 -0.017
C -0.921 5.948 0.400 -0.163
C -0.616 6.902 1.575 -0.064
C 2.118 5.520 -1.879 0.023
H -1.112 4.896 0.647 0.091
H -1.797 6.318 -0.114 0.110
H -0.554 7.873 1.080 0.071
H 0.315 6.620 2.136 0.092
H -1.517 7.010 2.202 0.078
H 2.619 4.553 -1.980 0.093
H 2.814 6.245 -1.469 0.087
H 1.654 6.056 -2.709 0.088
O 1.678 -5.714 -3.486 0.004
C 2.426 -5.751 -4.491 -0.522
O 3.291 -4.800 -4.743 0.007
C 3.277 -3.606 -3.814 -0.133
C 2.495 -2.466 -4.450 -0.072
C 2.223 -6.823 -5.531 0.019
H 4.314 -3.326 -3.734 0.113
H 2.834 -4.015 -2.866 0.114
H 2.869 -2.051 -5.401 0.088
H 2.516 -1.626 -3.718 0.079
H 1.449 -2.647 -4.546 0.039
H 1.397 -6.463 -6.188 0.105
H 2.006 -7.772 -5.026 0.092
H 3.067 -6.896 -6.200 0.074
O -3.051 -1.803 5.437 0.064
C -2.158 -1.130 4.927 -0.550
O -1.306 -1.569 3.996 -0.018
C -1.515 -3.011 3.548 -0.148
C -2.411 -2.978 2.410 -0.094
C -1.873 0.306 5.377 0.034
H -1.774 -3.562 4.464 0.130
H -0.533 -3.265 3.206 0.102
H -2.477 -3.933 1.847 0.101
H -2.041 -2.263 1.703 0.053
H -3.438 -2.739 2.550 0.072
H -0.882 0.695 5.184 0.065
H -2.137 0.231 6.459 0.108
H -2.570 0.884 4.834 0.049
O -2.678 -0.088 -3.982 0.070
C -1.604 0.428 -4.272 -0.498
O -1.400 1.781 -4.182 -0.042
C -2.329 2.676 -3.453 -0.150
C -1.566 4.029 -3.180 -0.032
C -0.420 -0.252 -4.819 0.024
H -2.516 2.151 -2.507 0.084
H -3.240 2.814 -4.016 0.117
H -1.212 4.310 -4.143 0.064
H -0.712 3.733 -2.620 0.049
H -2.153 4.738 -2.611 0.077
H 0.301 0.503 -5.126 0.096
H -0.662 -0.852 -5.709 0.109
H 0.001 -0.848 -4.044 0.050
O 2.641 1.258 3.893 0.047
C 3.072 2.404 4.033 -0.537
O 3.286 2.927 5.229 -0.015
C 2.975 2.119 6.450 -0.131
C 1.513 2.513 6.754 -0.069
C 3.450 3.206 2.844 0.026
H 3.633 2.525 7.202 0.110
H 3.070 1.008 6.276 0.134
H 1.138 2.206 7.751 0.089
H 0.792 2.165 6.061 0.034
H 1.371 3.571 6.604 0.072
H 2.607 3.172 2.183 0.052
H 4.174 2.672 2.202 0.105
H 3.788 4.256 2.999 0.104
```

frontier orbital gap	0.3604	hartree
LUMO energy	0.37	eV
highest occupied orbital energy	-0.347	Ha
strongest force on any atom	3.39	eV/A
2S+1	1